Computed, not measured: a structure of composition C11H5MoN2O5 at a distorted geometry, with ωB97M-V/def2-TZVPD.

CARTESIAN COORDINATES (ANGSTROEM)
O 3.8643 3.5380 -2.5555
C 3.1071 2.6871 -2.4005
Mo -0.3684 -0.8417 -1.7109
O -0.6133 2.3600 -1.6963
C -0.3732 1.2202 -1.7167
C -2.3550 -0.7353 -1.6724
O -3.5202 -0.6661 -1.6335
C -0.5437 -2.8465 -1.0663
O -0.6578 -3.9468 -0.7250
C -0.1430 -1.2263 -3.6574
O -0.0307 -1.4508 -4.7958
H 1.8591 1.3979 -2.1693
N -2.3991 2.0292 3.8666
C -1.6417 1.3769 3.2556
C -0.6992 0.5698 2.5138
C 0.4617 0.0838 3.1235
C 1.3315 -0.6965 2.3723
C 1.0224 -0.9724 1.0393
N -0.0907 -0.4769 0.4567
C -0.9470 0.2938 1.1665
H 0.6586 0.3168 4.1698
H 2.2530 -1.0916 2.7884
H 1.6567 -1.5996 0.4036
H -1.8313 0.6770 0.6433

Values from the calculation:
Charge   +3
Spin multiplicity   3
HOMO-LUMO gap (spin up / spin down)   4.37 / 4.16 eV
Max |F|   0.170 hartree/bohr

Computed, not measured: a structure of composition C11H6CeN2O6 at a distorted geometry, with ωB97M-V/def2-TZVPD.

CARTESIAN COORDINATES (ANGSTROEM)
O 0.3414 -3.2941 -5.0065
C 0.0087 -2.3293 -4.4917
Ce -1.0389 1.3518 -1.2654
O -1.7470 2.2103 -4.7620
C -1.5987 1.8813 -3.6589
C -1.6078 3.7318 -1.2208
O -1.8191 4.8705 -1.1908
C 0.7572 2.2719 -2.7124
O 1.5118 2.7463 -3.4565
C -3.1871 0.2669 -1.8245
O -4.1714 -0.2846 -2.0913
N 0.7733 -3.1597 3.4275
C 0.2806 -2.6676 2.2514
O -0.4018 -3.3393 1.4826
C 0.6270 -1.2365 1.9446
C 1.4057 -0.3885 2.7489
C 1.6463 0.9230 2.3392
C 1.0961 1.3969 1.1498
N 0.3272 0.5761 0.3768
C 0.1053 -0.7289 0.7508
H 0.5450 -4.1063 3.6760
H 1.3098 -2.6227 4.0858
H 1.8272 -0.7551 3.6813
H 2.2569 1.5957 2.9402
H 1.2458 2.4132 0.7752
H -0.4934 -1.3230 0.0507

Values from the calculation:
Charge   +3
Spin multiplicity   2
HOMO-LUMO gap (spin up / spin down)   4.43 / 4.51 eV
Max |F|   0.162 hartree/bohr